{"formula": "C4H14NO2", "method": "ωB97M-V/def2-TZVPD", "e_homo_ev": -14.50, "total_charge": 1, "de_lowest_kcal_mol": 26.1, "homo_lumo_gap_ha": 0.4270, "species": ["C", "C", "C", "C", "O", "N", "H", "H", "H", "H", "H", "H", "H", "H", "H", "H", "H", "H", "H", "H", "O"], "xyz": [[0.667, -2.035, 0.695], [0.040, -1.092, -0.318], [-1.178, -0.295, 0.154], [-1.594, 0.911, -0.648], [-0.937, 0.976, -1.925], [1.098, 0.004, -0.591], [1.258, -2.709, 0.059], [1.443, -1.765, 1.387], [-0.114, -2.631, 1.162], [-0.117, -1.603, -1.262], [-0.966, 0.003, 1.189], [-1.951, -1.042, 0.352], [-1.368, 1.901, -0.241], [-2.662, 0.918, -0.809], [-1.387, 1.440, -2.633], [1.193, 0.691, 0.175], [0.939, 0.475, -1.486], [1.964, -0.527, -0.645], [1.831, 2.386, 2.183], [0.470, 2.001, 1.770], [1.370, 1.993, 1.430]]}

{"formula": "C6H11NO2S", "method": "ωB97M-V/def2-TZVPD", "smiles": "C[C@]12C[C@@]1(C)NS(=O)(=O)C2", "e_homo_ev": -9.79, "de_lowest_kcal_mol": 49.6, "homo_lumo_gap_ha": 0.3822, "species": ["C", "C", "C", "C", "C", "C", "N", "O", "O", "S", "H", "H", "H", "H", "H", "H", "H", "H", "H", "H", "H"], "xyz": [[0.275, 0.560, -1.226], [0.687, 0.989, 1.191], [-0.333, 0.574, 0.176], [-0.109, -0.734, -0.534], [-1.706, 1.281, 0.470], [-1.238, -1.644, -1.027], [1.094, -1.498, 0.209], [3.121, 0.039, 0.022], [2.601, -0.767, 2.216], [2.031, -0.295, 0.953], [-0.423, 1.092, -2.048], [1.272, 0.880, -1.285], [1.143, 2.111, 1.031], [0.467, 0.977, 2.286], [-1.975, 2.046, -0.236], [-1.588, 1.699, 1.445], [-2.527, 0.540, 0.382], [-2.226, -1.194, -1.100], [-1.179, -2.614, -0.442], [-0.993, -1.947, -2.033], [1.604, -2.094, -0.450]]}

{"formula": "C27H53N2O7PS2", "method": "ωB97M-V/def2-TZVPD", "smiles": "COCCCCCCCC[PH](C)(CCCSC(=S)N1CCOCC1)N=C=O.CCOC(C)=O.CCOC(C)=O", "e_homo_ev": -8.13, "homo_lumo_gap_ha": 0.3148, "species": ["C", "O", "C", "C", "C", "C", "C", "C", "C", "C", "P", "C", "C", "C", "C", "S", "C", "S", "N", "C", "C", "O", "C", "C", "N", "C", "O", "H", "H", "H", "H", "H", "H", "H", "H", "H", "H", "H", "H", "H", "H", "H", "H", "H", "H", "H", "H", "H", "H", "H", "H", "H", "H", "H", "H", "H", "H", "H", "H", "H", "H", "H", "H", "H", "O", "C", "O", "C", "C", "C", "H", "H", "H", "H", "H", "H", "H", "H", "O", "C", "O", "C", "C", "C", "H", "H", "H", "H", "H", "H", "H", "H"], "xyz": [[1.265, -1.169, 3.129], [1.852, -2.384, 2.714], [2.658, -2.266, 1.566], [4.143, -2.456, 1.879], [4.830, -3.422, 0.921], [4.610, -3.147, -0.564], [4.761, -1.686, -1.000], [3.561, -1.174, -1.790], [3.497, 0.352, -1.850], [2.426, 0.928, -0.911], [2.953, 2.505, -0.132], [4.764, 2.878, -0.026], [2.970, 1.836, 1.675], [2.105, 2.660, 2.640], [0.738, 2.061, 2.868], [-0.072, 1.692, 1.286], [-1.244, 0.445, 1.779], [-2.076, 0.645, 3.162], [-1.418, -0.656, 0.986], [-0.528, -0.733, -0.182], [-0.902, -1.860, -1.146], [-2.291, -1.968, -1.425], [-3.024, -0.911, -0.851], [-2.828, -0.946, 0.647], [2.940, 3.275, -1.881], [2.123, 4.176, -2.025], [1.301, 5.048, -2.158], [0.823, -0.660, 2.275], [2.024, -0.516, 3.559], [0.497, -1.368, 3.858], [2.533, -1.304, 1.078], [2.324, -3.012, 0.853], [4.644, -1.494, 1.875], [4.214, -2.855, 2.882], [5.881, -3.491, 1.177], [4.409, -4.400, 1.128], [3.625, -3.511, -0.826], [5.319, -3.747, -1.117], [5.612, -1.632, -1.667], [4.973, -1.017, -0.175], [3.685, -1.541, -2.800], [2.645, -1.621, -1.425], [4.480, 0.751, -1.634], [3.265, 0.638, -2.860], [1.589, 1.181, -1.546], [2.065, 0.191, -0.212], [1.994, 3.476, 0.226], [5.280, 1.961, 0.209], [4.960, 3.645, 0.705], [5.101, 3.177, -1.004], [2.682, 0.797, 1.772], [3.983, 1.903, 2.044], [2.031, 3.699, 2.343], [2.598, 2.672, 3.603], [0.109, 2.760, 3.397], [0.779, 1.164, 3.466], [-0.511, 0.175, -0.765], [0.456, -0.984, 0.181], [-0.486, -2.814, -0.854], [-0.406, -1.583, -2.074], [-4.070, -1.116, -1.021], [-2.799, 0.057, -1.295], [-3.522, -0.260, 1.108], [-3.043, -1.961, 0.942], [0.548, -2.268, -7.371], [-0.480, -2.048, -6.797], [-0.658, -2.553, -5.562], [-1.771, -2.216, -4.727], [-2.982, -3.071, -5.034], [-1.605, -1.281, -7.455], [-1.990, -1.148, -4.786], [-1.442, -2.411, -3.713], [-3.336, -2.917, -6.054], [-3.795, -2.837, -4.347], [-2.730, -4.126, -4.934], [-2.173, -1.966, -8.083], [-1.167, -0.508, -8.081], [-2.281, -0.792, -6.758], [-5.168, 1.336, 2.232], [-5.776, 2.103, 2.923], [-5.507, 2.139, 4.239], [-6.049, 3.119, 5.125], [-7.425, 2.730, 5.624], [-6.883, 2.968, 2.364], [-6.039, 4.106, 4.660], [-5.353, 3.162, 5.960], [-8.145, 2.661, 4.807], [-7.791, 3.464, 6.342], [-7.387, 1.755, 6.107], [-7.797, 2.378, 2.318], [-6.604, 3.267, 1.357], [-7.071, 3.876, 2.932]]}

{"formula": "C3H3FOPt", "method": "ωB97M-V/def2-TZVPD", "e_homo_ev": [-21.37, -23.03], "total_charge": 2, "multiplicity": 3, "s2": 2.006, "homo_lumo_gap_ha": [0.3388, 0.3169], "species": ["H", "H", "O", "C", "C", "C", "H", "F", "Pt"], "xyz": [[0.710, -0.542, -1.493], [0.238, 1.171, -1.265], [1.341, 1.025, 2.020], [-0.060, 0.129, -1.097], [-0.298, -0.107, 0.365], [0.607, 0.529, 1.324], [-1.124, -0.005, -1.463], [-1.582, -0.110, 0.862], [0.170, -2.089, 0.746]]}